w | Entry from OMol25: CH2NO2P as an isolated structure (wB97M-V/def2-TZVPD).

Results
- Kohn-Sham gap (spin up / spin down): 8.6 / 8.6 eV
- Charge: 0

Positions of all 7 atoms, in Å:
C  0.18  -0.06  0.36
N  0.94  -0.75  1.31
O  -1.72  0.28  2.37
O  0.81  0.70  1.37
P  -0.45  0.04  2.94
H  0.71  -0.05  -0.54
H  -0.82  -0.28  0.27

x | Entry from OMol25: CH2NO2P as an isolated structure (wB97M-V/def2-TZVPD).

Results
- Kohn-Sham gap (spin up / spin down): 7.9 / 7.6 eV
- Charge: 0

Positions of all 7 atoms, in Å:
C  -0.71  0.45  -0.41
N  -0.44  -0.69  -0.81
O  -0.07  1.35  0.18
O  1.53  0.48  0.42
P  1.12  -0.94  0.11
H  -1.72  0.69  -0.78
H  0.29  -1.34  1.29

What should be chosen as the most stable of them? Choose x.

w | Entry from OMol25: one molecule with the formula C4H8OS2 (wB97M-V/def2-TZVPD).

Results
- Kohn-Sham gap: 8.1 eV
- Charge: 0
- SMILES: CSSCCC=O

Positions of all 15 atoms, in Å:
C  -1.41  0.41  0.75
C  -2.83  0.29  0.24
O  -3.62  1.17  0.02
C  -0.61  -0.89  0.83
S  0.57  -1.28  -0.41
S  1.99  0.43  0.26
C  2.65  0.66  -1.36
H  -0.88  1.02  0.01
H  -1.48  1.04  1.64
H  -3.20  -0.75  0.23
H  -1.22  -1.79  0.99
H  -0.12  -0.82  1.80
H  2.74  -0.36  -1.77
H  3.67  1.04  -1.46
H  1.99  1.17  -2.06

x | Entry from OMol25: a 2-piece molecular cluster, C4H8OS2 overall (wB97M-V/def2-TZVPD).

Results
- Kohn-Sham gap: 9.6 eV
- Charge: 0
- SMILES: C=C=C.CSSO

Positions of all 15 atoms, in Å:
C  0.10  2.05  1.20
C  0.41  0.96  1.88
C  0.52  -0.08  2.64
C  -1.43  -0.33  -1.97
O  1.85  -2.00  -1.57
S  0.25  0.53  -2.01
S  1.07  -0.75  -0.68
H  0.76  2.27  0.39
H  -0.90  2.56  1.41
H  1.10  -0.01  3.65
H  1.22  -2.76  -1.49
H  0.18  -1.01  2.47
H  -1.29  -1.26  -2.45
H  -2.07  0.18  -2.64
H  -1.78  -0.34  -0.82

y | Entry from OMol25: one molecule with the formula C4H8OS2 (wB97M-V/def2-TZVPD).

Results
- Kohn-Sham gap: 9.8 eV
- Charge: 0
- SMILES: CSSCCC=O

Positions of all 15 atoms, in Å:
C  0.95  -0.90  1.14
C  -0.05  -1.45  2.11
O  -1.14  -1.86  1.81
C  0.93  0.64  1.11
S  -0.10  1.43  -0.15
S  0.34  0.44  -1.86
C  -1.00  -0.74  -2.03
H  1.97  -1.26  1.31
H  0.73  -1.32  0.16
H  0.26  -1.45  3.18
H  1.95  1.01  1.02
H  0.57  1.02  2.07
H  -1.16  -1.33  -1.12
H  -0.71  -1.45  -2.80
H  -1.95  -0.29  -2.29

What should be chosen as the most stable of them? Choose y.

w | Entry from OMol25: C6H8OS as an isolated structure (wB97M-V/def2-TZVPD).

Results
- Kohn-Sham gap: 9.6 eV
- Charge: 0

Positions of all 16 atoms, in Å:
C  -0.51  1.20  0.17
C  0.83  0.72  0.80
C  1.40  -0.36  -0.13
C  0.30  -1.34  -0.55
C  -0.96  -1.09  -0.32
C  -1.28  -0.06  0.70
H  -0.50  0.57  -1.59
H  -0.84  2.14  0.65
H  1.64  1.38  1.10
H  2.24  -0.96  0.36
H  1.81  0.13  -1.04
H  0.58  -2.18  -1.20
H  -1.73  -1.57  -0.82
H  -2.31  0.05  0.96
O  -0.52  1.44  -1.21
S  -0.14  -0.07  2.12

x | Entry from OMol25: one molecule with the formula C6H8OS (wB97M-V/def2-TZVPD).

Results
- Kohn-Sham gap: 10.0 eV
- Charge: 0
- SMILES: S[C@@H]1C=CC[C@]12CO2

Positions of all 16 atoms, in Å:
C  -0.84  -0.22  0.75
C  -1.13  1.26  0.67
C  -0.26  1.90  -0.12
C  0.77  1.00  -0.64
C  0.59  -0.32  0.11
C  1.22  -1.55  -0.29
H  -1.74  -2.21  -0.09
H  -0.84  -0.65  1.74
H  -2.00  1.72  1.19
H  -0.15  2.97  -0.32
H  0.55  0.82  -1.73
H  1.82  1.37  -0.64
H  0.73  -2.52  -0.05
H  1.89  -1.66  -1.13
O  1.63  -0.92  0.81
S  -2.23  -0.98  -0.25

y | Entry from OMol25: one molecule with the formula C6H8OS (wB97M-V/def2-TZVPD).

Results
- Kohn-Sham gap: 9.6 eV
- Charge: 0
- SMILES: O=C1CC[C@@]2(CS2)C1

Positions of all 16 atoms, in Å:
C  1.58  0.82  -0.16
C  0.58  0.91  -1.33
C  -0.39  -0.30  -1.04
C  -0.47  -0.19  0.43
C  -1.67  -0.84  1.17
C  1.06  -0.24  0.84
H  0.88  0.78  -2.40
H  0.05  1.93  -0.96
H  -1.42  -0.35  -1.45
H  0.07  -1.32  -1.19
H  -2.30  -1.12  0.31
H  -1.56  -1.19  2.23
H  1.24  -0.18  1.89
H  1.48  -1.26  0.31
O  2.55  1.63  0.09
S  -1.67  0.91  1.24

z | Entry from OMol25: one molecule with the formula C6H8OS (wB97M-V/def2-TZVPD).

Results
- Kohn-Sham gap: 9.6 eV
- Charge: 0
- SMILES: C[C@]12CCC(=O)[C@H]1S2

Positions of all 16 atoms, in Å:
C  1.98  -0.03  0.63
C  0.63  -0.28  -0.06
C  -0.02  0.90  -0.67
C  -1.55  0.68  -0.66
C  -1.71  -0.57  0.20
C  -0.38  -1.09  0.59
H  2.30  -0.90  1.17
H  2.00  0.83  1.35
H  2.73  0.15  -0.12
H  0.24  1.71  0.00
H  0.39  1.17  -1.66
H  -2.07  1.56  -0.26
H  -1.96  0.44  -1.63
H  -0.23  -1.59  1.54
O  -2.76  -1.11  0.45
S  0.39  -1.86  -0.86

What should be chosen as the most stable of them? Choose z.